Entry from OMol25: a structure of composition C41H97FIO18PS3 at a distorted geometry (ωB97M-V/def2-TZVPD).

Each line ends with the Mulliken charge.
Positions of all 162 atoms, in Å:
C  -3.2891  -0.4332  2.2704  -1.6387
C  -2.5332  -1.7407  2.5082  1.8926
C  -3.2169  -2.9781  1.9080  -0.8382
C  -3.9030  -2.7576  0.5639  -1.2056
C  -2.8929  -2.6524  -0.6037  0.8168
C  -3.4190  -1.7881  -1.7573  -1.5135
C  -2.3000  -1.1015  -2.5579  -0.3765
C  -1.4040  -0.2464  -1.6520  2.1659
C  -0.8632  1.0401  -2.3094  -1.4478
C  -1.3748  2.3773  -1.7414  -0.9271
C  -1.2969  2.4906  -0.2126  -0.4717
C  0.1113  2.1457  0.3040  -1.1396
C  0.1402  0.8598  1.1383  1.4126
C  1.5476  0.2321  1.1007  -1.7857
C  1.5333  -1.0661  1.9316  0.3495
C  2.0743  -2.3113  1.1960  -0.0503
C  3.4025  -2.0936  0.4439  -1.3806
P  4.7017  -1.1812  1.4592  0.8693
O  4.2846  -1.2634  3.0127  -0.4835
O  4.6125  0.3867  1.0756  -0.5486
S  6.5074  -1.7864  1.2581  -0.4346
C  3.9157  -3.3712  -0.2092  -0.4620
I  2.3021  -4.5146  -1.1718  0.1866
S  5.0580  -2.9502  -1.6367  1.3680
O  5.2984  -1.5521  -1.6356  -0.5533
O  4.5829  -3.5192  -2.8408  -0.5404
F  6.3399  -3.6717  -1.2151  -0.1730
O  4.5154  -4.2426  0.6997  -0.3794
S  3.7342  -4.4918  2.1271  1.6108
O  3.3390  -5.8687  2.1424  -0.7072
O  4.6343  -4.1521  3.1734  -0.6484
C  2.2080  -3.5105  2.1988  0.1377
C  0.9974  -4.4463  2.1198  -0.1766
C  0.7235  -5.1048  3.4967  -0.7005
C  0.1829  -6.5193  3.3281  -0.8497
C  0.5176  -7.3883  4.5238  0.5117
O  0.2898  -7.0622  5.6864  -0.5779
O  1.0706  -8.6051  4.2568  -0.5076
H  -4.3633  -0.5722  2.3326  0.4348
H  -3.0197  -0.0407  1.2914  0.2260
H  -2.9998  0.3210  2.9985  0.4119
H  -2.4606  -1.8978  3.5841  0.4443
H  -1.5115  -1.6363  2.1464  -1.3473
H  -2.4821  -3.7783  1.8195  0.0531
H  -3.9676  -3.3354  2.6132  0.4767
H  -4.6048  -1.9302  0.5608  0.3542
H  -4.4956  -3.6530  0.3677  0.5232
H  -2.7182  -3.6628  -0.9703  0.5886
H  -1.9628  -2.2722  -0.1816  -0.7490
H  -3.9827  -2.4126  -2.4508  0.6163
H  -4.0891  -1.0235  -1.3611  0.3387
H  -2.7420  -0.5169  -3.3642  0.5946
H  -1.7450  -1.9074  -3.0362  -0.0795
H  -0.5433  -0.8662  -1.3949  -0.5423
H  -1.9618  -0.0634  -0.7371  -1.0898
H  0.2221  1.0002  -2.2717  0.4406
H  -1.1490  1.0167  -3.3601  0.5307
H  -2.3859  2.6061  -2.0743  0.4554
H  -0.7257  3.1393  -2.1544  0.3192
H  -2.0156  1.8498  0.2944  0.2030
H  -1.5244  3.5225  0.0498  0.2441
H  0.8156  2.0704  -0.5221  0.5181
H  0.4740  2.9504  0.9417  0.3750
H  -0.0355  1.1306  2.1782  0.4993
H  -0.5574  0.1109  0.7802  -1.0364
H  2.2100  0.9503  1.5730  0.2151
H  1.7674  0.0697  0.0462  0.5352
H  0.4779  -1.3015  2.0722  -0.7551
H  1.9386  -0.9648  2.9308  0.5819
H  1.2665  -2.5683  0.5212  1.0041
H  3.1918  -1.4261  -0.3906  0.9581
H  4.2711  -0.3462  3.3253  0.3824
H  4.1913  0.4347  0.2062  0.4165
H  2.1745  -3.0926  3.1997  -0.2190
H  0.1343  -3.8262  1.8813  -0.3416
H  1.1461  -5.2447  1.4102  0.4925
H  1.6943  -5.2139  3.9751  0.5100
H  0.0764  -4.4711  4.0881  0.4235
H  -0.8911  -6.5274  3.1525  0.3796
H  0.6231  -6.9982  2.4523  0.4322
H  1.3450  -8.6213  3.3349  0.3755
C  -1.0340  7.2458  2.7637  -0.9976
C  -1.7035  5.8840  2.7436  -0.3731
O  -1.1061  5.0291  1.7684  -0.3148
H  -1.0968  7.7167  1.7870  0.2030
H  -1.5028  7.9008  3.5009  0.3739
H  0.0269  7.1533  3.0064  0.3423
H  -2.7560  5.9774  2.4803  0.3250
H  -1.6356  5.4068  3.7276  0.2780
H  -0.1793  4.9347  2.0058  0.2083
C  -0.2917  11.3626  -0.5004  -0.9049
C  -0.5007  9.9525  0.0190  -0.2669
O  0.1618  9.7539  1.2661  -0.5188
H  0.7720  11.5690  -0.6236  0.2768
H  -0.7913  11.5028  -1.4611  0.3407
H  -0.6824  12.0979  0.2064  0.1937
H  -0.0926  9.2201  -0.6762  0.2810
H  -1.5701  9.7475  0.1466  0.2824
H  -0.2000  10.3881  1.8916  0.2934
C  -2.0322  16.0528  -1.1727  -1.0894
C  -2.2343  14.6423  -0.6503  -0.0898
O  -1.5643  14.4648  0.5984  -0.5278
H  -0.9695  16.2612  -1.2978  0.2997
H  -2.5331  16.1930  -2.1317  0.3149
H  -2.4262  16.7863  -0.4654  0.3251
H  -1.8224  13.9121  -1.3445  0.2223
H  -3.2999  14.4274  -0.5173  0.2602
H  -1.9375  15.1005  1.2151  0.2991
C  3.9078  -6.0399  -5.3418  -0.9562
C  2.6284  -6.8361  -5.1701  -0.2860
O  1.5298  -6.1773  -5.8034  -0.5216
H  3.7915  -5.0405  -4.9229  0.1877
H  4.7456  -6.5326  -4.8463  0.3602
H  4.1513  -5.9222  -6.4009  0.4003
H  2.3791  -6.9348  -4.1147  0.2047
H  2.7346  -7.8408  -5.5927  0.2809
H  1.7411  -6.0952  -6.7376  0.2347
C  -0.6522  -7.6062  -8.2707  -0.5116
C  -0.4519  -7.3973  -9.7608  -0.2730
O  -1.1402  -6.2377  -10.2231  -0.5003
H  -1.7135  -7.7033  -8.0407  0.2703
H  -0.1343  -8.5027  -7.9261  0.3201
H  -0.2769  -6.7510  -7.7044  -0.1164
H  -0.8450  -8.2420  -10.3236  0.2996
H  0.6141  -7.2967  -9.9945  0.2546
H  -0.7938  -5.4804  -9.7437  0.2772
C  -1.1838  6.8636  -4.9239  -1.0987
C  -0.4767  5.6438  -4.3621  -0.2689
O  -1.3804  4.7893  -3.6646  -0.4196
H  -1.6640  7.4258  -4.1224  0.2818
H  -0.4835  7.5199  -5.4430  0.3427
H  -1.9658  6.5666  -5.6267  0.3508
H  0.2890  5.9420  -3.6475  0.2849
H  0.0054  5.0773  -5.1660  0.2818
H  -2.0560  4.5079  -4.2883  0.2457
C  0.9529  -0.0424  5.8886  -0.9985
C  0.0612  -1.2700  5.8659  -0.2224
O  0.5684  -2.2548  4.9607  -0.2842
H  1.0292  0.3909  4.8889  0.0920
H  0.5617  0.7139  6.5698  0.4641
H  1.9649  -0.3065  6.2073  0.3018
H  -0.9403  -1.0082  5.5288  0.2179
H  -0.0159  -1.7078  6.8649  0.2455
H  1.4492  -2.4981  5.2646  0.1815
C  -1.3995  -3.6490  -7.0573  -1.0630
C  -0.3098  -3.4307  -6.0226  0.0542
O  -0.8631  -3.0904  -4.7505  -0.4246
H  -2.0138  -2.7537  -7.1594  0.3440
H  -0.9732  -3.8933  -8.0321  0.1465
H  -2.0611  -4.4646  -6.7558  0.4247
H  0.3365  -2.6046  -6.3158  0.3000
H  0.3062  -4.3289  -5.9181  0.0210
H  -1.4265  -3.8208  -4.4777  0.2145
C  0.2230  -4.0556  10.4421  -1.0614
C  0.4885  -2.6274  10.0050  -0.0999
O  -0.7182  -1.9588  9.6397  -0.5186
H  -0.2674  -4.6123  9.6434  0.2849
H  1.1510  -4.5647  10.7056  0.3162
H  -0.4416  -4.0757  11.3092  0.3284
H  1.1361  -2.6112  9.1291  0.1967
H  0.9808  -2.0661  10.8062  0.2849
H  -1.2949  -1.9552  10.4082  0.2931

The calculation puts the total energy at -133555.57614 eV. The relative energy (zero: lowest compared OMol25 entry of this formula, charge and spin) is 69.1 kJ/mol. The value obtained for the gap between HOMO and LUMO is 8.16 eV. Its HOMO energy is -8.737 eV. As for the molecular weight: 1151.29 g mol⁻¹.